A single CH3IN2O3S molecule. Source: the OMol25 dataset; level of theory: the ωB97M-V functional and the def2-TZVPD basis.

Last column: Mulliken charge in e.
Positions of all 11 atoms, in Å:
1 C -1.25832 -0.58245 1.04880  -0.691
2 N -0.13125 -1.70246 -1.29656  -0.381
3 N 1.99307 0.89009 -0.52479  1.129
4 O 1.76329 0.89189 -1.66825  -0.503
5 O 2.97858 1.13334 0.13842  -0.545
6 O 1.03877 0.30431 0.23811  -0.330
7 S -0.34568 -0.49890 -0.50979  0.433
8 I -1.73231 1.26683 -1.62576  -0.012
9 H -0.76373 -0.09144 1.91744  0.280
10 H -2.07180 0.04330 0.84877  0.330
11 H -1.47061 -1.65451 1.43361  0.289

Values from the calculation:
- 2S+1 = 3
- highest occupied orbital energy (spin up / spin down) (eV) = -7.9 / -10.1
- Kohn-Sham gap (spin up / spin down) (eV) = 7.924 / 6.664
- lowest unoccupied orbital energy (spin up / spin down) (eV) = 0.046 / -3.471

---

A molecular structure, C5H11N. Source: the OMol25 dataset; level of theory: the ωB97M-V functional and the def2-TZVPD basis.

Last column: Mulliken charge in e.
Positions of all 17 atoms, in Å:
1 C 2.47324 -0.40711 0.68282  -1.190
2 C 1.32440 -0.52298 -0.33172  -0.294
3 C 0.09053 -0.34596 0.53314  -0.369
4 C -0.47300 1.02506 0.38032  -0.449
5 N -1.33934 0.22921 -0.49932  -0.296
6 C -2.63494 0.02911 0.17937  -0.870
7 H 2.43812 0.55560 1.20647  0.302
8 H 2.39231 -1.19592 1.43715  0.340
9 H 3.44673 -0.49017 0.19077  0.373
10 H 1.44734 0.23042 -1.12569  0.341
11 H 1.35695 -1.51402 -0.79776  0.298
12 H -0.90618 -0.83780 -0.20624  0.253
13 H 0.11014 1.75817 -0.18428  0.264
14 H -0.98634 1.47647 1.23227  0.297
15 H -3.25577 -0.64862 -0.41258  0.296
16 H -3.13400 0.99942 0.25596  0.351
17 H -2.49887 -0.38243 1.19006  0.355

Values from the calculation:
- 2S+1 = 1
- highest occupied orbital energy (eV) = -8.4
- Kohn-Sham gap (eV) = 9.585
- lowest unoccupied orbital energy (eV) = 1.177

---

A single C2H4O3S molecule. Source: the OMol25 dataset; level of theory: the ωB97M-V functional and the def2-TZVPD basis.

Last column: Mulliken charge in e.
Positions of all 10 atoms, in Å:
1 C 0.60444 -0.20735 0.18394  -0.377
2 C -0.57211 0.41450 -0.53726  0.571
3 O 0.89137 1.19726 0.69228  -0.217
4 O 0.02933 1.77898 -0.28613  -0.234
5 O -0.79512 0.18946 -1.77500  -0.455
6 S -2.05497 0.23657 0.56989  -0.293
7 H 0.53789 -0.85764 1.07841  0.191
8 H 1.43166 -0.72581 -0.35892  0.272
9 H -1.76243 0.10114 -1.95005  0.361
10 H -1.35018 1.06037 1.34252  0.180

Values from the calculation:
- 2S+1 = 1
- highest occupied orbital energy (eV) = -9.5
- Kohn-Sham gap (eV) = 9.918
- structure (SMILES) = O[C@@]1(S)COO1
- lowest unoccupied orbital energy (eV) = 0.392

---

2 unconnected molecules or ions with the total composition C4H10FN2. Source: the OMol25 dataset; level of theory: the ωB97M-V functional and the def2-TZVPD basis.

Last column: Mulliken charge in e.
Positions of all 17 atoms, in Å:
1 C -1.72971 0.10008 0.29543  -0.001
2 C 1.30534 1.21529 -0.75389  -0.990
3 C 1.68576 -0.20676 -0.14887  -0.357
4 C 0.69860 -0.62759 0.89229  -0.099
5 N -2.46094 0.80070 -0.45822  -0.184
6 N 0.27467 -1.83651 0.93997  -0.257
7 F -2.50537 -0.65442 1.08784  -0.283
8 H 1.67321 2.03053 -0.36183  0.431
9 H 0.27303 1.24287 -0.75213  -0.003
10 H 1.68032 1.28839 -1.80844  0.358
11 H 1.65101 -0.79860 -1.07820  0.371
12 H 2.66691 -0.29175 0.30395  0.392
13 H 0.24758 0.16269 1.48578  0.609
14 H -3.49151 0.64086 -0.47035  0.291
15 H 0.81867 -2.56133 0.57342  0.241
16 H -2.14393 1.45486 -1.15329  0.206
17 H -0.64365 -1.95931 1.40654  0.275

Values from the calculation:
- 2S+1 = 1
- highest occupied orbital energy (eV) = -13.7
- charge = +1
- Kohn-Sham gap (eV) = 9.598
- lowest unoccupied orbital energy (eV) = -4.120

---

2 unconnected molecules or ions with the total composition C9H14O. Source: the OMol25 dataset; level of theory: the ωB97M-V functional and the def2-TZVPD basis.

Last column: Mulliken charge in e.
Positions of all 24 atoms, in Å:
1 C 0.99628 3.44948 -1.04694  -0.664
2 C 1.32799 2.65877 -2.31302  -0.597
3 H 1.84516 3.51639 -0.35547  0.251
4 H 0.80752 4.50857 -1.27176  0.289
5 H 0.18406 3.01396 -0.47011  0.160
6 H 1.42966 3.25772 -3.21998  0.342
7 H 0.57377 1.90783 -2.49575  0.070
8 H 2.27748 2.13852 -2.21597  0.251
9 C -0.71069 -2.62760 3.03464  -1.382
10 C -0.49568 -0.79932 -0.82596  0.655
11 C -0.33913 -2.16859 -0.71178  -0.591
12 C -0.77697 -0.02997 0.28603  -0.373
13 C -0.40783 -2.73593 0.54683  -0.453
14 C -0.83002 -0.61178 1.55810  -0.642
15 C -0.60369 -1.96427 1.69949  0.626
16 O -0.31363 -0.25979 -2.06626  -0.533
17 H 0.02839 -2.78122 -1.53289  0.346
18 H -0.37004 0.70415 -2.02356  0.178
19 H -1.09151 1.00219 0.15627  0.369
20 H -0.25712 -3.79961 0.68836  0.365
21 H -1.01148 0.08623 2.36547  0.334
22 H -1.26532 -2.02747 3.75582  0.355
23 H 0.26098 -2.87206 3.46910  0.277
24 H -1.25818 -3.56619 2.98934  0.364

Values from the calculation:
- 2S+1 = 1
- highest occupied orbital energy (eV) = -8.4
- Kohn-Sham gap (eV) = 9.327
- structure (SMILES) = Cc1ccc(O)cc1.CC
- lowest unoccupied orbital energy (eV) = 0.974

---

2 unconnected molecules or ions with the total composition C5H13NO. Source: the OMol25 dataset; level of theory: the ωB97M-V functional and the def2-TZVPD basis.

Last column: Mulliken charge in e.
Positions of all 20 atoms, in Å:
1 C 0.34309 1.19352 -2.56639  -1.065
2 N 0.10897 0.72248 -1.23531  -0.217
3 C -1.31445 0.13892 -1.18903  -0.525
4 C -1.03638 -1.37346 -0.95431  -0.816
5 C 0.23820 -1.57220 -0.23446  -0.295
6 C 1.02608 -0.33423 -0.72489  -0.612
7 H -0.34997 1.97856 -2.74824  0.403
8 H 1.37347 1.53465 -2.55303  0.327
9 H 0.47043 0.23644 -3.10105  0.389
10 H -1.81470 0.44729 -2.02948  0.460
11 H -1.65842 0.33082 -0.07835  0.221
12 H -1.87593 -1.92035 -0.52864  0.414
13 H -0.95901 -1.87623 -1.94214  0.299
14 H -0.10550 -1.46667 0.93733  0.172
15 H 0.84975 -2.50778 -0.37700  0.289
16 H 1.44715 -0.78948 -1.60132  0.275
17 H 1.93913 0.15197 -0.19292  0.280
18 H 0.44628 1.58001 4.99799  0.314
19 H -0.07132 0.27390 5.54303  0.327
20 O 0.50082 1.08178 5.79193  -0.641

Values from the calculation:
- 2S+1 = 1
- highest occupied orbital energy (eV) = -8.1
- Kohn-Sham gap (eV) = 8.718
- structure (SMILES) = CN1CCCC1.O
- lowest unoccupied orbital energy (eV) = 0.629